A cluster of 5 separate species, C31H37F3N in total, computed with ωB97M-V/def2-TZVPD.

```
72
C31H37F3N (ωB97M-V/def2-TZVPD)
F 1.03483 1.91631 9.77347
F 1.56642 3.56180 8.13677
F 2.87412 0.54438 7.30177
N -0.64952 -0.00973 4.63735
C -3.02280 -2.53004 3.07000
C -6.37737 1.33105 -0.38216
C -1.14768 1.16290 -2.75751
C 1.18870 -0.81458 -5.97195
C 3.67711 -1.13446 -4.76923
C 1.59853 1.12040 7.56355
C 1.32270 -0.65526 -4.59669
C -0.13677 0.26509 -0.76326
C -5.54657 0.56767 -1.19588
C -7.43267 -0.01370 -2.57719
C 7.84471 0.29660 -2.50222
C 2.29945 -1.13516 -6.74612
C -2.07153 0.12258 -2.75811
C 5.68280 -0.25659 -1.59506
C 0.62151 -0.14447 5.44512
C 3.54421 -1.29019 -6.14495
C -0.17933 1.23270 -1.76137
C 6.79303 -0.60244 -2.35800
C -0.83839 -1.06892 3.59076
C -2.02324 -0.85061 -1.76487
C -1.05752 -0.77884 -0.76705
C -6.07469 -0.10821 -2.29081
C 7.78261 1.54306 -1.88835
C 6.67410 1.88749 -1.12245
C -2.40869 -1.04891 3.18651
C 5.62482 0.98638 -0.97369
C 2.56562 -0.81937 -3.99476
C -7.73640 1.42110 -0.66549
C 1.42349 2.22342 8.47810
C 0.29118 0.53752 6.88389
C -8.26254 0.75257 -1.76573
H -0.25077 -0.25226 7.49323
H -8.38492 2.01310 -0.02936
H -3.04253 -0.48714 3.95856
H -4.48610 0.49857 -0.97622
H -0.26898 -0.82371 2.63023
H 1.50046 0.41983 5.01102
H -2.68634 -3.18204 3.94969
H -0.38651 1.42400 6.63939
H 4.41143 -1.53337 -6.74916
H -4.16061 -2.41769 3.10550
H 0.45815 -0.40413 -3.99360
H 6.83926 -1.57263 -2.84067
H 0.92330 -1.22346 5.61485
H 6.62759 2.85826 -0.64126
H -0.73726 0.94497 4.24449
H 0.21893 -0.68887 -6.44114
H -7.84395 -0.53745 -3.43296
H -2.82785 0.06963 -3.53315
H 8.59946 2.24656 -2.00638
H -2.73968 -1.66533 -1.76834
H 8.71201 0.02591 -3.09383
H -1.02150 -1.53730 0.00887
H -5.42792 -0.70788 -2.92213
H 2.19484 -1.26309 -7.81775
H -1.18257 1.91910 -3.53373
H -1.42367 -0.09617 5.32761
H 4.64691 -1.25858 -4.30013
H -0.50276 -2.10477 3.91391
H -9.32070 0.82819 -1.99064
H -2.57471 -0.49600 2.19764
H -5.96610 1.85644 0.47310
H 0.61499 0.32351 0.01735
H 0.54237 2.04229 -1.76292
H 4.86175 -0.95737 -1.48401
H 2.66855 -0.70033 -2.92141
H -2.79008 -3.02610 2.07331
H 4.76127 1.25376 -0.37435
```

**E_HOMO**: -10.6 eV
**Net charge**: +1

Mulliken population analysis, charges in e, atoms 1 to 8: -0.142, -0.153, -0.257, -0.148, -1.127, -0.591, -0.764, -0.552

A cluster of 2 separate species, C2HNO2 in total, computed with ωB97M-V/def2-TZVPD.

```
6
C2HNO2 (ωB97M-V/def2-TZVPD)
O -1.37080 -0.28494 -1.86563
O -0.07432 0.30822 1.11891
N 1.97191 1.20541 0.19479
C -1.64384 -1.31655 -1.62370
C 1.07094 0.68330 0.64950
H 0.04611 -0.59545 1.52613
```

**Spin multiplicity**: 3
**E_HOMO (alpha / beta)**: -6.7 / -11.3 eV
**Net charge**: 0
**Energy above the lowest of the compared OMol25 structures with the same formula, charge and spin**: 2.490 eV
**<S²>**: 2.01

List of Mulliken charges in e, atom by atom: -0.163, -0.437, -0.355, 0.173, 0.420, 0.362

A structure of composition C8H8InN2O4S, computed with ωB97M-V/def2-TZVPD.

```
24
C8H8InN2O4S (ωB97M-V/def2-TZVPD)
In 0.30407 0.05139 -2.10246
S -1.77268 0.28371 -0.83642
O -2.76310 0.01265 -4.39236
O 0.15754 3.56485 -2.73111
O 0.24170 -3.50383 -2.74091
O 3.23681 0.06510 -4.47630
N 0.46668 -0.28164 0.73494
N -1.52249 0.29759 1.72354
C 0.26747 2.42762 -2.72219
C -1.67751 0.00392 -4.02435
C 2.25461 0.05779 -3.89936
C 1.23110 -0.31054 1.99550
C -1.00495 -0.15611 3.02220
C 0.28638 -2.35813 -2.67451
C -0.83705 0.05557 0.61280
C 0.43005 0.36086 3.09961
H 1.43463 -1.35946 2.25776
H -2.49287 0.55194 1.55131
H -1.04711 -1.26189 3.09122
H -1.67468 0.30278 3.74767
H 1.01780 -0.60453 -0.07439
H 0.42406 1.44924 2.91151
H 2.19062 0.19759 1.83711
H 0.84893 0.15355 4.08921
```

**E_HOMO**: -21.1 eV
**Net charge**: +3

Mulliken population analysis, charges in e, atoms 1 to 8: 0.855, -0.211, -0.036, 0.033, 0.040, 0.050, 0.065, -0.144

A structure of composition C21H29AlBCl3I2O2, computed with ωB97M-V/def2-TZVPD.

```
59
C21H29AlBCl3I2O2 (ωB97M-V/def2-TZVPD)
I 1.53538 -2.38676 -5.41374
I -2.18486 -1.68990 -1.88497
Cl 0.67553 1.24861 -5.53895
Cl 3.04882 -0.84744 -2.37116
Cl -1.68634 3.45547 -5.24408
Al 4.64742 0.30344 0.46963
O 2.03211 1.28478 -1.23502
O -0.11047 0.44583 -1.28354
C 0.89872 -1.52196 0.68443
C -0.79098 1.72996 1.76171
C -1.52970 1.77290 4.55884
C -2.24558 2.45216 -2.47607
C -0.21058 -1.36508 -2.87604
C 0.22854 0.23562 -2.69537
C 1.60880 -0.04710 0.75351
C 0.07661 -2.79945 2.94198
C 1.86199 0.55924 -2.53834
C -0.50651 2.23095 3.33221
C 0.26715 2.20250 0.60235
C -2.87521 0.83686 4.34796
C -0.39205 -1.83674 -4.42998
C -1.30664 2.29873 -3.80120
C -0.20910 1.28072 -3.86445
C 1.33405 -2.51570 1.92406
C -2.12425 0.79614 1.54877
C -3.15124 0.32986 2.78276
C 0.75475 3.19761 3.76218
C 2.64558 -2.00930 2.76921
C -1.29132 -3.24617 -4.49611
B 0.87273 0.99180 -0.33049
H -0.98296 -2.61229 2.46323
H 2.90936 -2.79297 3.61260
H 0.20838 -3.92414 3.31975
H -2.46557 1.42043 -1.93264
H -4.10727 -0.35283 2.59732
H 3.57535 -1.76519 2.10073
H 2.35169 1.32632 -3.27044
H -0.26759 -1.46414 0.60570
H -1.69655 3.22449 -1.75332
H -3.25396 3.00480 -2.79495
H -1.01509 -4.00085 -3.64638
H 0.51155 -2.10728 -2.33177
H 1.31532 -2.04327 -0.30635
H -3.58016 0.56586 5.25535
H 0.43052 4.30987 3.59260
H 1.67332 0.42851 1.82240
H -2.44052 -3.04694 -4.62528
H 0.99507 3.01195 4.90672
H -1.31163 2.13279 5.66251
H -0.95508 -1.08449 -5.12771
H 1.70945 2.88532 3.14874
H -0.94200 -3.76238 -5.51449
H 2.74026 -0.20707 0.40731
H -2.40066 0.38815 0.48798
H 1.61279 -3.56367 1.43944
H -0.28957 2.94807 -0.11187
H 0.25429 -2.09510 3.88842
H 2.33830 -1.00886 3.32060
H 1.20963 2.79731 1.02373
```

**E_HOMO**: -13.3 eV
**Net charge**: +2
**Energy above the lowest of the compared OMol25 structures with the same formula, charge and spin**: 14.350 eV

Mulliken population analysis, charges in e, atoms 1 to 8: 0.123, 0.110, -0.057, -0.133, -0.144, 0.674, -0.539, 0.348

Calculated total energy? In order: -42376.908, -7666.945, -35571.246, -87350.836 eV.